No. 1
{"formula": "C26H54O7", "method": "ωB97M-V with the def2-TZVPD basis set", "molar_mass_g_mol": 478.71, "gap_ev": 9.63, "e_above_lowest_ev": 0.0000, "largest_force_ev_per_a": 1.5, "energy_ev": -42168.1600, "spin_multiplicity": 1, "smiles": "c1ccccc1.c1ccccc1.CCO.CCO.CCO.CCO.CCO.CCO.CCO", "symbols": ["C", "C", "C", "C", "C", "C", "H", "H", "H", "H", "H", "H", "C", "C", "C", "C", "C", "C", "H", "H", "H", "H", "H", "H", "C", "C", "O", "H", "H", "H", "H", "H", "H", "C", "C", "O", "H", "H", "H", "H", "H", "H", "C", "C", "O", "H", "H", "H", "H", "H", "H", "C", "C", "O", "H", "H", "H", "H", "H", "H", "C", "C", "O", "H", "H", "H", "H", "H", "H", "C", "C", "O", "H", "H", "H", "H", "H", "H", "C", "C", "O", "H", "H", "H", "H", "H", "H"], "xyz": [[-1.8263, -19.1320, 21.5766], [-2.1339, -20.4856, 21.5445], [-3.1265, -20.9330, 20.6896], [-3.7447, -20.0711, 19.7924], [-3.3960, -18.7230, 19.8001], [-2.4694, -18.2492, 20.7185], [-1.0325, -18.7866, 22.2280], [-1.5820, -21.2029, 22.1372], [-3.4041, -21.9815, 20.6631], [-4.4539, -20.4480, 19.0679], [-3.8682, -18.0948, 19.0528], [-2.1710, -17.2070, 20.7120], [-4.6364, -13.2097, 18.5143], [-3.4860, -12.8491, 19.2049], [-2.4845, -13.7870, 19.4352], [-2.6116, -15.0593, 18.9017], [-3.7335, -15.4216, 18.1627], [-4.7526, -14.4881, 17.9968], [-5.4921, -12.5462, 18.5250], [-3.3511, -11.8367, 19.5670], [-1.6356, -13.4785, 20.0272], [-1.7847, -15.7564, 19.0038], [-3.7353, -16.3927, 17.6871], [-5.6298, -14.8482, 17.4669], [-1.9958, -8.5528, 20.5174], [-0.7720, -8.7789, 21.3691], [-0.5973, -7.6472, 22.2456], [-1.7149, -7.9130, 19.6764], [-2.7675, -8.0530, 21.0950], [-2.4214, -9.4399, 20.0413], [0.1689, -8.8959, 20.8373], [-0.8863, -9.6608, 22.0110], [-1.0523, -7.8322, 23.0699], [-7.3509, -17.5679, 17.8739], [-6.3435, -17.7931, 16.7499], [-5.5909, -18.9585, 17.0183], [-6.8597, -17.1917, 18.7746], [-7.9007, -18.4800, 18.0916], [-8.0200, -16.7638, 17.5558], [-5.6548, -16.9424, 16.7267], [-6.9140, -17.9077, 15.8210], [-4.8106, -18.9843, 16.4463], [-1.1532, -18.5509, 15.0428], [-2.2326, -17.8707, 15.8887], [-3.5236, -18.1163, 15.3068], [-0.1647, -18.0962, 15.1141], [-1.4508, -18.5024, 13.9931], [-1.0681, -19.6056, 15.3043], [-2.0421, -16.7999, 15.9644], [-2.2712, -18.3371, 16.8723], [-3.7250, -17.4417, 14.6427], [-8.3520, -12.9116, 18.5788], [-9.8547, -12.9732, 18.4597], [-10.1963, -12.9580, 17.0754], [-7.8740, -13.7050, 18.0073], [-8.1098, -13.1358, 19.6290], [-7.9013, -11.9403, 18.3884], [-10.3331, -12.1306, 18.9689], [-10.2100, -13.8911, 18.9404], [-11.1526, -12.9842, 16.9889], [-2.6801, -14.2096, 14.6768], [-3.9662, -14.9755, 14.5936], [-3.9183, -15.8998, 13.4758], [-1.8845, -14.8401, 15.0673], [-2.8231, -13.3455, 15.3307], [-2.4261, -13.8103, 13.6971], [-4.8309, -14.3238, 14.4304], [-4.2167, -15.5216, 15.5022], [-4.6596, -15.7201, 12.8942], [-0.3580, -12.0406, 17.1430], [-0.4323, -10.6770, 17.8155], [-1.0724, -9.6951, 16.9952], [-1.3507, -12.4225, 16.9307], [0.1356, -12.6978, 17.8715], [0.2961, -12.0234, 16.2709], [0.5526, -10.3075, 18.1215], [-1.0273, -10.7751, 18.7247], [-0.4611, -9.4391, 16.2994], [1.9145, -13.1088, 20.6032], [0.8474, -12.2003, 21.2006], [0.7273, -12.3126, 22.6096], [2.7502, -13.1821, 21.3106], [2.3135, -12.7008, 19.6774], [1.5787, -14.1426, 20.5114], [-0.1047, -12.3848, 20.7096], [1.1148, -11.1612, 20.9631], [1.5271, -11.9334, 22.9837]]}

---

No. 2
{"formula": "C26H55BI2O13Si2", "method": "ωB97M-V with the def2-TZVPD basis set", "molar_mass_g_mol": 896.51, "gap_ev": 9.07, "largest_force_ev_per_a": 5.6, "energy_ev": -87101.3112, "spin_multiplicity": 1, "symbols": ["C", "C", "C", "Si", "C", "C", "O", "I", "O", "Si", "I", "C", "C", "C", "C", "O", "C", "C", "O", "C", "O", "C", "B", "O", "O", "C", "H", "H", "H", "H", "H", "H", "H", "H", "H", "H", "H", "H", "H", "H", "H", "H", "H", "H", "H", "H", "H", "H", "H", "H", "H", "H", "H", "C", "O", "C", "C", "O", "C", "C", "O", "C", "H", "H", "H", "H", "H", "H", "H", "H", "H", "H", "H", "H", "H", "H", "C", "O", "C", "C", "O", "C", "C", "O", "C", "H", "H", "H", "H", "H", "H", "H", "H", "H", "H", "H", "H", "H", "H"], "xyz": [[-0.3331, -2.2586, -0.2292], [-1.4040, -2.1861, 0.6814], [-2.8275, -1.4959, 0.4127], [-2.7151, 0.0478, -0.7502], [-4.4281, 0.8943, -0.7610], [-4.6698, 2.0175, -1.8686], [-5.8656, 2.2096, -2.2248], [-3.1685, 3.2206, -2.8669], [-1.9727, -0.2426, -2.2752], [-2.8537, -1.2250, -3.3813], [-4.2774, 0.0796, -4.9866], [-3.8420, -2.6756, -2.6334], [-5.3473, -2.3395, -2.1892], [-6.3975, -3.5187, -2.5927], [-7.9097, -3.0020, -2.3271], [-7.9810, -1.7621, -1.5732], [-8.4857, -0.6895, -2.3597], [-9.9816, -0.1420, -2.0655], [-7.8474, -0.0940, -3.2562], [-1.5040, -2.0500, -4.5284], [-1.8069, -1.7866, -5.9415], [-0.8879, -0.7895, -6.4763], [-1.4958, 1.2805, 0.2169], [-1.1537, 1.0289, 1.6181], [-0.8601, 2.4264, -0.3775], [-1.4196, 3.5752, 0.3673], [-0.3260, -1.9057, -1.3076], [0.6427, -2.7348, 0.1559], [-1.2393, -2.6179, 1.7344], [-3.6569, -2.2252, 0.1315], [-3.1463, -1.0552, 1.4379], [-5.3284, 0.1769, -0.8250], [-4.5466, 1.4201, 0.2653], [-3.9261, -3.4718, -3.4700], [-3.1976, -3.1604, -1.8198], [-5.4971, -2.1694, -1.0722], [-5.7131, -1.3722, -2.7071], [-6.2159, -4.3461, -1.8054], [-6.2279, -3.9255, -3.6416], [-8.4441, -3.8034, -1.6924], [-8.4212, -2.9459, -3.3459], [-10.1920, -0.1240, -0.9468], [-10.6913, -0.8143, -2.6572], [-10.0465, 0.9096, -2.5310], [-1.4686, -3.1819, -4.3848], [-0.4847, -1.5632, -4.3097], [0.1367, -1.2238, -6.7507], [-0.8294, 0.0568, -5.7117], [-1.3353, -0.3287, -7.4364], [-1.9240, 0.6570, 2.0945], [-0.7490, 3.9186, 1.2201], [-1.6395, 4.4009, -0.4037], [-2.4601, 3.2225, 0.7285], [3.9155, 3.5569, -0.2753], [3.4804, 4.4887, 0.6965], [2.9701, 3.8561, 1.8663], [3.1007, 4.7827, 3.0705], [4.4244, 4.8360, 3.6069], [5.3908, 5.5447, 2.8286], [5.2053, 7.0575, 2.8642], [4.1384, 7.4508, 2.0064], [3.5271, 8.6560, 2.4245], [3.0712, 2.9589, -0.6325], [4.3383, 4.1104, -1.1146], [4.6939, 2.9058, 0.1363], [3.5161, 2.9268, 2.0672], [1.9148, 3.6281, 1.6877], [2.4806, 4.3745, 3.8740], [2.7212, 5.7829, 2.8576], [5.4320, 5.1634, 1.8080], [6.3561, 5.3156, 3.2902], [6.1163, 7.5484, 2.5037], [5.0089, 7.3738, 3.8954], [3.1301, 8.5528, 3.4398], [2.6935, 8.8658, 1.7521], [4.2403, 9.4852, 2.3788], [4.7365, -1.3344, 3.9456], [4.7210, -2.7154, 3.6375], [3.4225, -3.1786, 3.2797], [3.5273, -4.4134, 2.3889], [3.8580, -4.1075, 1.0313], [5.2044, -3.6905, 0.7954], [6.2168, -4.8257, 0.8980], [6.4876, -5.1320, 2.2623], [6.8897, -6.4762, 2.4433], [4.1212, -1.1356, 4.8288], [5.7657, -1.0428, 4.1577], [4.3790, -0.7454, 3.0946], [2.8712, -2.3956, 2.7456], [2.8936, -3.4319, 4.2037], [2.5390, -4.8807, 2.3472], [4.2092, -5.1577, 2.8021], [5.4730, -2.8463, 1.4310], [5.2158, -3.3247, -0.2358], [7.1614, -4.5191, 0.4350], [5.8271, -5.7063, 0.3740], [6.1130, -7.1605, 2.0863], [7.0310, -6.6482, 3.5117], [7.8332, -6.6690, 1.9227]]}